# 1
47
Properties=species:S:1:pos:R:3 method="wB97M-V/def2-TZVPD" charge=0 e_lumo_ha=0.0198 smiles="C[C@]1(CC=O)OC(=O)O[C@H]1CCCCl.CC(C)=O.CC(C)=O" energy_ha=-1498.19088 homo_lumo_gap_ev=10.3
C -1.441 -0.114 1.125
C -2.596 0.881 0.940
C -2.139 2.324 1.172
C -0.673 2.564 1.469
O -0.094 3.494 0.958
O -3.639 0.443 1.856
C -4.383 -0.491 1.232
O -5.235 -1.149 1.741
O -4.031 -0.583 -0.077
C -3.284 0.591 -0.411
C -4.237 1.609 -1.085
C -5.002 2.641 -0.242
C -6.109 2.025 0.630
Cl -7.601 3.028 0.582
H -0.621 0.098 0.431
H -1.775 -1.136 0.938
H -1.058 -0.075 2.147
H -2.700 2.736 2.021
H -2.356 2.941 0.300
H -0.133 1.920 2.177
H -2.486 0.374 -1.127
H -5.006 0.992 -1.566
H -3.704 2.100 -1.906
H -4.365 3.253 0.390
H -5.483 3.337 -0.937
H -6.399 1.027 0.303
H -5.827 2.004 1.683
C 1.951 1.455 -1.586
C 2.392 0.285 -0.739
C 3.554 -0.528 -1.245
O 1.833 0.018 0.303
H 1.115 1.965 -1.112
H 2.775 2.159 -1.706
H 1.654 1.107 -2.578
H 4.438 0.102 -1.350
H 3.316 -0.948 -2.224
H 3.773 -1.332 -0.554
C 7.290 -3.554 0.715
C 6.334 -3.580 -0.453
C 5.939 -4.939 -0.976
O 5.905 -2.562 -0.943
H 7.495 -2.524 0.997
H 6.857 -4.084 1.564
H 8.224 -4.049 0.444
H 5.458 -5.518 -0.186
H 6.824 -5.484 -1.307
H 5.251 -4.825 -1.810


# 2
107
Properties=species:S:1:pos:R:3 method="wB97M-V/def2-TZVPD" charge=-2 s_squared=6.0231 e_lumo_ha="0.1372 / 0.1367" multiplicity=5 e_above_lowest_kcal_mol=17.6 energy_ha=-7643.70344 homo_lumo_gap_ev="4.9 / 4.9"
Cr -0.930 -0.510 0.012
B -4.107 -1.766 -0.960
N -3.881 -1.484 0.566
C -4.623 -1.920 1.586
C -4.179 -1.340 2.745
C -3.061 -0.618 2.370
N -2.859 -0.745 1.026
N -2.853 -2.332 -1.660
C -2.815 -3.255 -2.638
C -1.595 -3.201 -3.273
C -0.905 -2.186 -2.616
N -1.636 -1.704 -1.613
H -4.371 -0.728 -1.482
H -4.947 -2.651 -1.015
H -5.459 -2.555 1.397
H -4.541 -1.481 3.749
H -2.450 0.019 3.033
H -3.669 -3.906 -2.835
H -1.239 -3.772 -4.117
H 0.048 -1.764 -2.845
C 4.593 -2.489 1.810
Si 3.328 -1.138 1.307
C 4.081 -0.165 -0.115
C 3.348 0.010 2.815
Si 1.220 -1.891 0.727
Si 1.963 -3.544 -0.750
C 2.405 -2.664 -2.381
C 0.434 -4.667 -0.965
C 3.326 -4.830 -0.482
Si 0.704 -3.386 2.491
C 1.762 -5.010 2.605
C 0.776 -2.479 4.188
C -1.061 -3.982 2.417
H 5.453 -2.036 2.316
H 4.920 -3.035 0.939
H 4.171 -3.195 2.517
H 5.128 0.025 0.087
H 3.541 0.765 -0.279
H 4.025 -0.680 -1.060
H 4.379 0.148 3.131
H 2.772 -0.435 3.654
H 2.940 0.955 2.550
H 1.854 -3.060 -3.216
H 3.481 -2.726 -2.634
H 2.168 -1.605 -2.270
H -0.568 -4.216 -0.844
H 0.473 -5.459 -0.207
H 0.472 -5.202 -1.901
H 4.331 -4.509 -0.785
H 3.005 -5.692 -1.083
H 3.468 -5.093 0.560
H 2.804 -4.796 2.574
H 1.497 -5.710 1.844
H 1.493 -5.515 3.527
H 1.793 -2.102 4.355
H 0.472 -3.019 5.063
H 0.159 -1.535 4.137
H -1.321 -4.176 1.370
H -1.755 -3.236 2.765
H -1.272 -4.887 2.975
F 0.179 0.646 -2.467
C 0.100 1.680 -3.514
F -0.750 1.053 -4.461
C 1.493 1.526 -4.135
F 2.423 2.101 -3.346
F 1.632 2.090 -5.344
F 1.864 0.221 -4.213
Br -0.958 5.090 -0.423
C -1.315 2.324 1.205
C -1.366 3.256 2.253
C -0.708 3.041 3.433
C -0.065 1.812 3.576
C -0.075 0.922 2.552
N -0.699 1.185 1.370
H -1.885 4.216 2.099
H -0.635 3.781 4.254
H 0.552 1.625 4.434
H 0.504 -0.008 2.624
S 2.223 3.074 1.037
C 3.402 3.836 -0.053
C 4.746 3.993 0.364
C 5.684 4.673 -0.359
C 5.347 5.229 -1.579
C 4.065 5.040 -2.078
C 3.091 4.356 -1.339
H 5.053 3.582 1.324
H 6.668 4.846 0.122
H 6.106 5.813 -2.136
H 3.828 5.460 -3.059
H 2.116 4.215 -1.741
C -3.808 2.001 -0.666
Te -1.717 2.685 -1.043
C -2.984 3.613 -2.625
C -4.251 3.970 -2.011
C -4.943 5.083 -2.408
C -6.160 5.372 -1.831
C -6.684 4.502 -0.886
C -5.918 3.434 -0.408
C -4.697 3.154 -0.976
H -3.896 1.460 0.257
H -3.849 1.356 -1.532
H -3.029 2.737 -3.286
H -2.424 4.429 -3.077
H -4.429 5.791 -3.070
H -6.677 6.304 -2.102
H -7.576 4.752 -0.342
H -6.261 2.838 0.423


# 3
16
Properties=species:S:1:pos:R:3 method="wB97M-V/def2-TZVPD" charge=0 e_lumo_ha=0.0094 smiles="CO/N=C(/CS)NS" e_above_lowest_kcal_mol=130.3 energy_ha=-1100.04772 homo_lumo_gap_ev=9.0
C -0.318 2.644 -0.371
O 0.041 1.351 -0.673
N -0.190 0.517 0.427
C 0.387 -0.612 0.105
C 0.360 -1.448 1.337
S -0.610 -2.836 1.292
N 0.941 -1.055 -0.956
S -0.478 -1.167 -2.121
H -1.469 3.016 -0.587
H -0.032 2.840 0.811
H 0.498 3.483 -0.974
H 1.305 -1.821 1.823
H 0.065 -0.736 2.138
H -1.827 -2.139 1.430
H 1.440 -1.976 -0.773
H -0.111 -0.060 -2.909